DFT (ωB97M-V/def2-TZVPD) results for a structure of composition C14H23F4N3O6P2V in a non-equilibrium geometry.

Geometry (Å):
1 V -0.1020 0.0817 0.2461
2 C -0.3796 -4.0201 1.8120
3 C -0.6564 -2.6310 1.2300
4 N 0.5115 -1.7598 1.0027
5 C 1.3529 -1.6432 2.2016
6 C 0.5866 -1.1433 3.4213
7 C 1.3468 -2.2225 -0.1145
8 C 0.5965 -2.0563 -1.4491
9 N -0.4168 -1.0727 -1.2018
10 C -1.6127 -1.1259 -1.7684
11 C -2.6876 -0.4958 -1.0815
12 F -2.4061 -0.0328 0.1940
13 C -3.9587 -0.4054 -1.5917
14 F -4.9242 0.2256 -0.8988
15 C -4.2801 -0.9827 -2.8137
16 C -3.2724 -1.6623 -3.4855
17 F -3.5672 -2.2378 -4.6681
18 C -1.9886 -1.7515 -2.9919
19 F -1.0474 -2.4008 -3.7282
20 H -1.3189 -4.5670 1.8536
21 H 0.0151 -3.9683 2.8224
22 H 0.3097 -4.5852 1.1893
23 H -1.3369 -2.0918 1.8969
24 H -1.1628 -2.7601 0.2713
25 H 2.1285 -0.9085 1.9678
26 H 1.8375 -2.6082 2.4198
27 H -0.0608 -0.3166 3.1270
28 H 1.2955 -0.7781 4.1618
29 H -0.0170 -1.9215 3.8811
30 H 1.6673 -3.2619 0.0285
31 H 2.2259 -1.5772 -0.1291
32 H 0.1671 -3.0142 -1.7698
33 H 1.2981 -1.7189 -2.2234
34 H -5.2676 -0.9081 -3.2285
35 N 0.2224 4.2192 0.5749
36 C 1.3856 3.3003 0.5101
37 C 2.7105 4.0103 0.4748
38 P 1.0472 2.3575 2.0951
39 O 2.3514 1.4334 2.3119
40 O 0.9502 3.4539 3.0971
41 O -0.1370 1.4926 1.8569
42 P 1.0173 2.0965 -0.8183
43 O 1.5772 2.9176 -2.0996
44 O 1.7579 0.8213 -0.5965
45 O -0.4794 2.0375 -0.8913
46 H 0.0410 4.3338 1.6029
47 H -0.5420 3.6515 0.1271
48 H 0.3535 5.1143 0.0971
49 H 2.9044 4.5114 1.4251
50 H 2.7512 4.7392 -0.3348
51 H 3.4977 3.2794 0.2979
52 H 3.0099 1.9565 2.7692
53 H 1.2934 2.4896 -2.9068

Summary:
- E (a.u.) = -3189.3551
- ⟨S²⟩ = 0.757
- charge = 0
- energy relative to the best compared isomer or geometry (same formula, charge and spin) (kcal per mole) = 17.6
- 2S+1 = 2
- frontier orbital gap (alpha / beta) (eV) = 6.02 / 5.49

DFT (ωB97M-V/def2-TZVPD) results for an isolated molecule of CH2NOP in a non-equilibrium geometry.

Geometry (Å):
1 C -0.5698 -0.1230 1.5382
2 N -0.3233 0.2262 0.2324
3 O -0.9834 -0.3882 2.5960
4 P 0.5953 -0.5059 -1.0055
5 H -0.2075 0.2396 -2.1456
6 H 1.4888 0.5514 -1.2156

Summary:
- E (a.u.) = -510.6051
- structure (SMILES) = O=C=NP
- charge = 0
- energy relative to the best compared isomer or geometry (same formula, charge and spin) (kcal per mole) = 25.3
- frontier orbital gap (eV) = 10.11

DFT (ωB97M-V/def2-TZVPD) results for an isolated molecule of C3H2N2O2 in a non-equilibrium geometry.

Geometry (Å):
1 C 1.2647 0.0989 0.2023
2 C 0.1011 -0.5224 0.6175
3 C -1.2213 -0.2118 0.1041
4 H 0.2188 -0.9791 1.6499
5 H -2.2143 -0.4844 0.4676
6 N -0.0097 0.6571 -1.7290
7 N 0.9845 0.5136 -1.1227
8 O 2.2538 0.5320 0.9243
9 O -1.3775 0.3960 -1.1141

Summary:
- E (a.u.) = -375.3587
- structure (SMILES) = O=c1cconn1
- charge = 0
- energy relative to the best compared isomer or geometry (same formula, charge and spin) (kcal per mole) = 95.9
- frontier orbital gap (eV) = 9.16

DFT (ωB97M-V/def2-TZVPD) results for an isolated molecule of C3H4N4O in a non-equilibrium geometry.

Geometry (Å):
1 C -1.1556 0.4901 -0.6685
2 C 0.7249 -0.5220 -0.9979
3 C 1.4443 -0.5104 1.3539
4 H -2.7221 0.7241 -1.7766
5 H 1.7579 -0.7701 -1.4178
6 H 2.3353 -1.0369 1.0442
7 H -1.1394 0.5045 1.5392
8 N -2.2883 0.8914 -0.8663
9 N -0.2058 0.0439 -1.6904
10 N 0.5016 -0.4067 0.4613
11 N -0.5787 0.4297 0.5751
12 O 1.3259 0.1625 2.4436

Summary:
- E (a.u.) = -410.9101
- structure (SMILES) = [H]/N=c1\ncn(C=O)[nH]1
- charge = 0
- energy relative to the best compared isomer or geometry (same formula, charge and spin) (kcal per mole) = 58.4
- frontier orbital gap (eV) = 9.12